(1)
Molecular formula: C19H15CoN11
Method: DFT, wB97M-V/def2-TZVPD

Output
Frontier orbital gap (alpha / beta): 5.739 / 5.930 eV
Energy relative to the best compared isomer or geometry (same formula, charge and spin): 0.0 kJ/mol

ORCA input file:
```
! RIJCOSX wB97M-V def2-TZVPD def2/J DEFGRID3
* xyz -2 2
C -2.3358 1.1644 -1.8903
Co 0.1903 0.1381 -0.6959
C -1.5201 0.8158 1.6944
H 3.2650 3.9020 -2.6907
H -0.4784 -1.4170 3.9357
C -0.0860 -3.8753 1.5124
H -3.5904 -0.0829 -2.8576
C 0.4483 0.0505 2.5733
H 1.5054 -0.0730 2.7803
H 0.8059 -5.6103 2.4094
N -2.2248 -2.2228 -3.1303
C 4.1757 0.9004 -1.4452
N -0.7660 -1.2549 -1.7941
C 1.4261 -2.3064 0.5111
H 3.5064 -2.7788 0.6511
H 3.1194 -4.9023 1.8626
H 1.0449 3.1043 -2.0281
H -2.2339 1.3913 1.1220
N -2.8073 -0.0941 -2.2269
C 0.1338 -2.6841 0.8359
C -1.8153 -0.1621 2.6445
C 4.3104 2.1415 -2.0310
N -1.1723 1.4220 -1.3049
N 1.6004 -1.0632 -0.1827
H 5.2888 2.5075 -2.3207
H -1.1011 -4.1538 1.7648
C 1.7219 1.2060 -1.2829
H 5.0347 0.2657 -1.2564
C -0.5885 -0.6299 3.1989
C 0.9792 -4.6820 1.8772
C 1.9067 2.4678 -1.8705
C 2.2779 -4.2849 1.5695
N -2.2589 3.2488 -1.6085
N -0.2676 -2.4471 -2.2159
H 0.4345 1.7304 1.0997
C -0.1055 0.9453 1.6169
C 3.1645 2.9203 -2.2366
C -1.9521 -1.1649 -2.3860
N -3.0404 2.2637 -2.1016
N -1.1643 2.7620 -1.1350
H -0.7010 -2.0459 0.5818
H -2.8079 -0.5117 2.9037
C 2.8962 0.4638 -1.0864
C 2.5037 -3.1000 0.8926
N 2.7868 -0.7842 -0.4668
N -1.1287 -3.0070 -2.9868
*
```

---

(2)
Molecular formula: C19H15F3N4OS2
Method: DFT, wB97M-V/def2-TZVPD

Output
Frontier orbital gap: 8.235 eV
Structure (SMILES): Cc1cc(Nc2ncnc3ccsc23)cc(-c2cnc([C@](C)(O)C(F)(F)F)s2)c1
Energy relative to the best compared isomer or geometry (same formula, charge and spin): 0.0 kJ/mol

ORCA input file:
```
! RIJCOSX wB97M-V def2-TZVPD def2/J DEFGRID3
* xyz 0 1
S 4.5913 2.0839 0.1301
N 3.4847 5.5032 1.6330
C -2.4681 -2.4902 0.2476
F 0.4390 -5.1684 -2.6792
F -0.5944 -6.1876 -0.9728
C -1.5371 -1.5936 -0.2121
C 0.1522 1.7196 0.6002
C -1.8785 -4.8071 -2.5064
C -0.6729 -5.7670 -2.2726
H -0.5233 3.2566 1.9825
C -1.9402 -4.2589 -3.9304
C 5.9430 3.1845 0.5435
N -2.5697 -3.6833 -0.4336
C 3.4351 3.3048 0.6630
C -0.0906 0.4469 0.0832
N 1.4111 2.2669 0.2661
C -1.8547 1.5200 1.9318
C -0.7414 2.2694 1.5292
C 4.0625 4.4495 1.0802
H 6.9808 2.8548 0.4599
N 1.3801 4.3771 1.2712
C -2.7845 2.0999 2.9591
H -3.1082 -2.3122 1.1189
H -2.3982 2.9928 3.4537
C -1.2583 -0.2912 0.3919
O -3.1356 -5.4967 -2.2875
H 6.1019 5.1680 1.3897
C -2.0984 0.2757 1.3514
H -1.9307 -5.0657 -4.6468
H -2.9533 1.3741 3.7563
C 2.1283 5.4150 1.6617
C 5.5022 4.3798 1.0149
H -3.7417 2.3720 2.4962
H -1.0602 -3.6807 -4.1392
H 2.0518 1.6385 -0.1764
S -0.8451 -2.2536 -1.7061
H 1.6250 6.2872 2.1610
H -2.9961 -0.2587 1.6525
C 2.0696 3.3552 0.8042
C -1.8064 -3.6859 -1.5047
F -0.7445 -6.8888 -3.0353
H -2.7999 -3.5943 -4.0488
H -3.4748 -5.1893 -1.4255
H 0.6483 0.0778 -0.6555
*
```

---

(3)
Molecular formula: C19H15F4NO7S3
Method: DFT, wB97M-V/def2-TZVPD

Output
Frontier orbital gap: 9.643 eV
Structure (SMILES): C[C@@H](NS(=O)(=O)C(F)(F)F)c1ccc(S(=O)(=O)c2ccoc2S(=O)(=O)c2ccccc2F)cc1

ORCA input file:
```
! RIJCOSX wB97M-V def2-TZVPD def2/J DEFGRID3
* xyz 0 1
H -3.2230 -2.1350 0.9751
O 0.6339 2.0580 -1.0662
H 4.8231 4.1373 -1.5772
O -1.7550 1.9987 -1.4296
O -3.5365 -1.1125 6.4310
F -3.1501 0.8014 3.0759
C -0.2231 -0.9954 2.1849
C -0.6619 -3.6736 3.5142
H 3.4847 3.5063 -5.5119
C -3.1534 0.7836 4.4404
C 3.8067 2.2425 -1.9217
O -4.4591 -1.7011 4.2755
F -1.9962 1.3101 4.9634
O 0.6268 -0.9605 -4.4250
C 3.5757 3.1549 -4.5040
H -1.0559 -1.3305 4.8065
H -2.3465 0.2492 -3.7914
C -1.4139 -1.7040 2.1718
H -0.4371 -4.1576 2.5483
H 2.6338 1.2537 -4.9068
S -0.5306 1.2067 -1.2782
F 4.0887 1.7408 -0.6734
C -1.7674 -2.5984 3.3589
N -1.8754 -1.9112 4.6520
H 0.2533 -3.2095 3.8930
H -2.6992 -3.1237 3.1309
H 0.4507 -1.0270 3.0646
C -1.3093 -0.0695 -3.8077
S 2.5348 -0.2078 -2.3596
F -4.2207 1.5797 4.8356
C 3.1855 1.4318 -2.8603
S -3.3359 -0.9900 4.9870
C 3.0658 1.8993 -4.1701
H 4.5092 4.9740 -3.7903
C -2.2810 -1.5846 1.0580
H -2.6542 -0.7137 -0.8633
H -1.1876 -1.1702 -5.6401
C 0.8679 -0.3022 -3.2177
O 2.4465 -0.3378 -0.8869
C 0.1209 -0.1524 1.1216
C -0.6840 -0.8001 -4.7510
C -0.7494 -0.0613 0.0340
C -0.3306 0.2249 -2.7837
H -0.9670 -4.4193 4.2585
C -1.9582 -0.7890 -0.0159
C 4.1535 3.9755 -3.5418
O 3.4286 -1.2527 -2.8799
C 4.2632 3.4999 -2.2478
H 1.0089 0.4625 1.1205
*
```

---

(4)
Molecular formula: C19H15FN2O4
Method: DFT, wB97M-V/def2-TZVPD

Output
Frontier orbital gap: 8.987 eV
Structure (SMILES): O=C(NCc1ccco1)[C@@H](C(=O)c1ccc(F)cc1)n1ccccc1=O
Energy relative to the best compared isomer or geometry (same formula, charge and spin): 221.9 kJ/mol

ORCA input file:
```
! RIJCOSX wB97M-V def2-TZVPD def2/J DEFGRID3
* xyz 0 1
C 2.1000 0.9759 0.7416
O 2.2257 -0.8904 -2.0043
N 1.0647 -1.7017 -0.2550
C 3.1745 -2.6877 -0.7825
H -1.7478 0.8685 -1.0776
C 0.7417 0.4896 -1.3509
C 0.8952 -2.5789 0.7538
H -2.6959 2.3891 0.5859
O -0.7633 -0.4505 1.6047
H -0.5633 -1.1927 -1.4421
O -4.8358 1.5564 -0.5634
C -0.8553 -0.1822 0.4243
C 3.8328 2.6111 0.6276
C 3.0150 -3.5537 0.2552
H 3.3516 1.5229 2.4004
F 4.8266 3.2925 1.2331
C 2.1793 -1.7134 -1.0849
C 3.5583 2.8627 -0.7057
C -6.1168 -0.1445 0.0742
C -4.1538 0.8580 0.3710
O 0.1786 0.9817 -2.3078
C 0.0699 -0.7343 -0.6677
H -6.9451 -0.8181 0.1520
H -2.5512 1.0483 1.7646
C 3.1146 1.6839 1.3605
H 4.1371 3.5952 -1.2454
C 1.8511 -3.5046 1.0444
C -2.7756 1.3074 0.7273
H -6.6963 1.3761 -1.4429
C -6.0187 0.9456 -0.7328
H -0.0136 -2.4888 1.3266
C 2.5396 2.1566 -1.3113
H 1.7079 -4.1904 1.8615
H 2.2942 2.3154 -2.3494
H 1.5365 0.2691 1.3292
C 1.8071 1.2065 -0.6002
H -4.6150 -0.9298 1.5278
N -1.7789 0.6413 -0.0926
H 3.7773 -4.2860 0.4747
H 4.0453 -2.7017 -1.4173
C -4.8985 -0.2043 0.7934
*
```

---

(5)
Molecular formula: C19H15N2O4PS
Method: DFT, wB97M-V/def2-TZVPD

Output
Frontier orbital gap: 7.749 eV
Structure (SMILES): Nc1nc(-c2ccc(P(=O)(O)O)o2)c(-c2ccc(-c3ccccc3)cc2)s1
Energy relative to the best compared isomer or geometry (same formula, charge and spin): 360.9 kJ/mol

ORCA input file:
```
! RIJCOSX wB97M-V def2-TZVPD def2/J DEFGRID3
* xyz 0 1
C -2.5966 -5.4391 0.5896
C 0.1689 3.3284 -0.2727
H 4.2348 -1.8793 -2.2628
H 0.2156 0.2523 -1.0902
H 6.0279 0.6032 -1.2308
H -2.4567 1.2440 2.1492
N -1.8285 6.1124 -0.2841
C -1.6445 -3.2611 1.2384
C -2.1819 -4.9443 3.0026
C -1.9879 -0.8235 1.8110
C 1.5919 3.0020 -0.8149
H 4.0532 3.1700 -2.9634
H 0.1170 -2.0912 -0.4462
C -2.1477 -4.0862 0.2846
S -2.3547 3.3020 0.3755
H -2.6428 -1.1522 2.6120
C -2.6479 -5.9007 1.9556
O 5.4500 -0.1917 -1.1428
H -1.3822 6.4436 -1.1445
C 3.2938 3.0011 -2.1899
C -1.8620 0.5374 1.5632
H -2.2489 -5.2335 4.0011
C -0.8649 0.9264 0.5172
H -2.3581 -3.6736 -0.6291
O 2.1147 1.7009 -0.8428
C -1.2571 -1.8177 1.1347
C -0.1916 -0.0024 -0.1777
H -2.7586 6.4259 0.0248
O 3.4700 -1.2202 -2.1947
P 4.2766 0.0991 -2.1690
H -1.3826 -2.9564 3.3796
C -0.3816 -1.3082 0.1576
C -1.6160 4.7498 -0.1831
C -1.7330 -3.6476 2.6203
O 5.0044 0.1352 -3.5114
C 2.2571 3.8089 -1.7273
H 2.1130 4.8725 -2.0435
C 3.1758 1.7066 -1.7131
H -2.8671 -6.0127 -0.3333
H -2.9884 -6.8840 2.1813
N -0.3423 4.6628 -0.4600
C -0.8410 2.4410 0.2287
*
```

---

Computed max |F|, in the same sequence as the records: 0.0158, 0.0573, 0.1368, 0.0187, 0.1153 hartree/bohr.